# 1
C7H8N2 | ωB97M-V/def2-TZVPD

Output
Charge: 0
Structure (SMILES): C=C=Cn1ccc(C)n1

Geometry as XYZ:
```
17
C7H8N2 | the Open Molecules 2025 dataset | ωB97M-V/def2-TZVPD
C -3.5219 -0.8050 0.2357
C -2.7904 0.2416 0.0694
C -1.8428 1.1118 -0.0632
N -0.4428 0.8706 -0.1234
C 0.4865 1.8299 -0.2635
C 1.7168 1.2096 -0.0987
C 1.3831 -0.1866 0.1274
C 2.3810 -1.3311 0.0646
N 0.0704 -0.3507 0.0709
H -3.8282 -1.4234 -0.6759
H -3.8116 -1.2831 1.1717
H -2.1764 2.2686 -0.5489
H 0.2100 2.8214 -0.2417
H 2.7217 1.6696 0.2306
H 2.0865 -1.7925 -0.8275
H 3.4161 -0.9784 0.0933
H 2.3647 -2.1341 0.8961
```

# 2
C58H116Cl4N12O30 | ωB97M-V/def2-TZVPD

Output
Charge: 0

Geometry as XYZ:
```
220
C58H116Cl4N12O30 | the Open Molecules 2025 dataset | ωB97M-V/def2-TZVPD
C 4.3985 8.9133 -0.3110
C 3.5524 7.9505 0.6956
O 4.0173 6.6879 0.4899
C 5.1280 6.7331 -0.2416
O 5.8729 5.6538 -0.4264
O 5.3822 8.0625 -0.7562
H 4.8816 9.7706 0.1576
H 3.6830 9.1614 -1.0950
H 2.4939 7.9667 0.4358
H 3.8075 8.2535 1.7111
C -7.5677 -1.1224 -2.3085
C -8.1182 -1.9245 -3.4116
O -7.2143 -3.0430 -3.4009
C -6.2303 -2.9191 -2.5359
O -5.2131 -3.6144 -2.5394
O -6.4266 -1.8969 -1.8678
H -8.2231 -0.9619 -1.4524
H -7.2087 -0.2153 -2.7947
H -8.2222 -1.4232 -4.3739
H -9.0463 -2.3869 -3.0754
C 1.1260 4.7364 -5.9655
C 0.5626 3.7132 -5.0004
O -0.7284 3.4981 -5.4524
C -1.0087 4.3192 -6.4621
O -2.1249 4.3938 -6.9929
O 0.0967 4.9101 -6.8208
H 1.9224 4.1867 -6.4672
H 1.5696 5.5354 -5.3715
H 0.4917 4.2500 -4.0544
H 0.9972 2.7373 -4.7836
C -1.0796 4.4845 4.8765
C -0.8621 5.9454 4.5863
O 0.1114 6.1362 3.6430
C 0.7219 4.8688 3.6024
O 1.6877 4.5721 2.8460
O 0.1988 4.0295 4.4811
H -1.9164 4.0206 4.3544
H -1.0516 4.4016 5.9630
H -0.6913 6.3836 5.5695
H -1.7013 6.5452 4.2340
C -3.9240 2.2420 0.2117
C -3.6494 1.0047 -0.6756
O -4.9320 0.7037 -1.1334
C -5.7957 0.9813 -0.1544
O -7.0507 0.8036 -0.2148
O -5.2168 1.8736 0.7212
H -3.9980 3.1117 -0.4411
H -3.0675 2.3700 0.8737
H -3.1124 0.1786 -0.2092
H -3.2217 1.2094 -1.6570
C -4.1292 0.3183 3.2853
C -4.9685 -0.9400 3.3053
O -6.2532 -0.3225 3.5593
C -6.1867 0.9305 4.0633
O -7.1207 1.6448 4.5011
O -4.9647 1.2835 3.9055
H -3.8962 0.5645 2.2493
H -3.1639 0.2086 3.7796
H -4.8381 -1.5531 4.1970
H -5.2136 -1.5643 2.4460
C 3.7063 4.0237 -2.7375
C 3.3718 5.5066 -2.9875
O 2.3762 5.9823 -2.4945
N 4.1727 6.2059 -3.7841
C 3.9100 7.6224 -4.0355
H 2.7767 3.4702 -2.6052
H 4.3125 4.0080 -1.8318
H 4.2904 3.5758 -3.5414
H 4.9199 5.7317 -4.2708
H 4.4943 7.8871 -4.9168
H 4.3017 8.1360 -3.1575
H 2.8512 7.8491 -4.1603
C 0.2527 -0.9104 -4.7347
C -0.2251 -2.2777 -4.2323
O 0.5323 -3.2251 -4.0404
N -1.5751 -2.4345 -4.2812
C -2.6491 -1.4082 -4.1961
H -0.5863 -0.2185 -4.8094
H 0.4916 -1.1315 -5.7750
H 1.2091 -0.4928 -4.4200
H -1.8545 -3.3779 -4.0531
H -2.4567 -0.7367 -3.3594
H -3.5925 -1.9540 -4.2138
H -2.8244 -0.7818 -5.0708
C -8.2041 -7.0065 -0.4650
C -7.5350 -5.9849 0.5289
O -8.0737 -5.7227 1.6057
N -6.3546 -5.4736 0.0493
C -5.4261 -4.7668 0.8738
H -7.8518 -6.8556 -1.4854
H -9.2756 -6.8087 -0.4953
H -8.0542 -8.0095 -0.0654
H -6.0054 -5.7950 -0.8422
H -4.7757 -4.1590 0.2447
H -4.9427 -5.3758 1.6376
H -5.9809 -4.0583 1.4889
C 4.2797 -0.4018 -2.3858
C 5.4505 0.1315 -3.2287
O 5.2197 0.8873 -4.1852
N 6.6631 -0.1774 -2.8661
C 7.8433 0.0900 -3.7169
H 3.5208 0.3754 -2.2953
H 4.6299 -0.7413 -1.4110
H 3.7442 -1.0766 -3.0535
H 6.8774 -0.5745 -1.9625
H 8.0437 1.1372 -3.9436
H 7.8608 -0.3819 -4.6993
H 8.8354 -0.1680 -3.3465
C 3.5029 -5.5822 2.6947
C 3.4808 -6.8559 1.8905
O 3.6903 -6.8417 0.6719
N 3.1655 -7.9828 2.5402
C 3.1276 -9.3479 1.9351
H 2.9376 -5.5888 3.6266
H 3.1465 -4.7002 2.1625
H 4.5235 -5.3655 3.0104
H 3.3185 -7.8637 3.5315
H 3.2798 -9.3998 0.8570
H 2.1736 -9.8659 2.0340
H 3.8099 -9.9410 2.5441
C -5.2679 4.7242 -3.8831
C -4.2478 4.8019 -2.7851
O -4.7350 4.9235 -1.6538
N -2.9876 4.7894 -3.2037
C -1.8328 5.0386 -2.3025
H -5.8490 3.8129 -3.7417
H -4.9522 4.8567 -4.9179
H -5.9985 5.5000 -3.6540
H -2.8016 4.4381 -4.1322
H -1.8974 4.5204 -1.3457
H -1.5249 6.0690 -2.1247
H -0.9318 4.5353 -2.6533
C 4.2639 -2.8939 6.7078
C 4.1584 -2.3397 5.3084
O 3.1870 -1.6960 5.0263
N 5.1577 -2.5400 4.5060
C 5.0658 -2.1640 3.1068
H 5.2554 -2.6269 7.0736
H 4.0755 -3.9675 6.7068
H 3.5017 -2.2335 7.1214
H 5.5725 -3.4607 4.4893
H 4.3854 -2.7996 2.5401
H 6.0629 -2.4414 2.7649
H 5.0356 -1.0946 2.8983
C 0.8946 1.6811 0.7836
C 0.6797 0.5705 -0.1810
O 0.7254 0.6938 -1.3981
N 0.3643 -0.5572 0.4102
C -0.1132 -1.6974 -0.3879
H 1.3267 1.2703 1.6960
H 0.0012 2.1835 1.1545
H 1.5940 2.3590 0.2943
H -0.0149 -0.5575 1.3463
H -1.1823 -1.8792 -0.2781
H 0.4319 -2.6236 -0.2058
H -0.0500 -1.6383 -1.4745
C -0.3976 -6.6098 2.0911
C -0.4653 -6.5335 3.6335
O 0.4201 -6.0081 4.2446
N -1.4422 -7.1457 4.3124
C -1.4829 -7.2304 5.7807
H -0.1960 -7.6415 1.8028
H 0.2095 -5.8328 1.6266
H -1.2479 -6.1398 1.5969
H -2.0277 -7.7767 3.7841
H -2.4681 -7.5236 6.1433
H -1.3329 -6.2160 6.1503
H -0.7860 -7.9266 6.2474
C 4.3683 -2.7283 -5.0053
C 3.9668 -3.4063 -6.3183
O 4.6911 -3.2976 -7.3222
N 2.7670 -4.0684 -6.3699
C 2.2197 -4.7707 -7.4599
H 3.6028 -3.0806 -4.3139
H 4.1056 -1.6704 -5.0089
H 5.4221 -2.9290 -4.8124
H 2.1373 -4.0064 -5.5826
H 1.8009 -5.7084 -7.0945
H 2.8855 -5.1112 -8.2530
H 1.4365 -4.1833 -7.9392
C 0.2083 -2.9514 2.8863
C -0.2037 -1.5741 3.3614
O -1.2195 -1.0811 2.9531
N 0.6085 -0.8373 4.0881
C 0.2943 0.4409 4.6489
H 0.9507 -2.9493 2.0881
H -0.6949 -3.5337 2.7042
H 0.8394 -3.4356 3.6315
H 1.5016 -1.2185 4.3659
H -0.1249 1.0825 3.8739
H 1.2190 0.7907 5.1080
H -0.4531 0.3427 5.4363
C 3.9747 3.7367 5.7244
C 5.4781 3.7819 5.9119
O 6.2154 3.1926 5.1205
N 5.8935 4.6344 6.8664
C 7.3189 5.0714 6.9354
H 3.7321 4.7928 5.6058
H 3.6304 3.5010 6.7314
H 3.6003 2.9591 5.0586
H 5.2288 5.0229 7.5201
H 7.7813 4.5531 7.7754
H 7.5039 6.1100 7.2097
H 7.8142 4.9414 5.9732
Cl -3.9522 7.8118 -0.3641
C -4.7260 7.0918 1.0561
C -3.6066 6.7195 2.0857
Cl -2.5140 5.5137 1.5246
H -5.2162 6.1438 0.8346
H -5.5151 7.7383 1.4402
H -4.0388 6.3684 3.0227
H -2.9717 7.5375 2.4263
Cl -4.0262 -7.7066 -2.2021
C -3.0576 -6.6965 -3.2859
C -1.8714 -6.1381 -2.3188
Cl -2.3995 -4.9612 -1.0339
H -3.6758 -5.9226 -3.7409
H -2.6493 -7.4306 -3.9806
H -1.1279 -5.6540 -2.9520
H -1.5040 -6.9599 -1.7041
```

no.,energy (Eh),LUMO (hartree)
1,-380.91399,0.035
2,-7034.60149,0.007